(1)
{"formula": "C50H38Cl2GeN4OSSc", "method": "ωB97M-V/def2-TZVPD", "elements": ["Sc", "C", "C", "C", "C", "C", "C", "C", "C", "C", "C", "C", "C", "C", "C", "C", "N", "H", "H", "H", "H", "H", "H", "H", "H", "H", "H", "Cl", "C", "C", "C", "Cl", "C", "C", "C", "C", "N", "C", "C", "O", "H", "H", "H", "H", "C", "Ge", "C", "C", "C", "C", "C", "C", "C", "C", "C", "C", "C", "C", "C", "C", "C", "C", "C", "C", "H", "H", "H", "H", "H", "H", "H", "H", "H", "H", "H", "H", "H", "H", "H", "H", "N", "C", "S", "N", "C", "C", "C", "C", "C", "C", "H", "H", "H", "H", "H", "H", "H", "H"], "coordinates": [[-0.731, 0.299, 1.017], [2.734, -0.576, 3.971], [2.643, 0.473, 4.886], [1.588, 1.360, 4.797], [0.618, 1.173, 3.799], [0.702, 0.164, 2.822], [1.802, -0.703, 2.957], [-0.574, 2.051, 3.740], [-0.820, 3.050, 4.739], [-1.943, 3.803, 4.692], [-2.909, 3.567, 3.680], [-4.131, 4.269, 3.608], [-5.053, 3.961, 2.645], [-4.784, 2.925, 1.730], [-3.600, 2.237, 1.772], [-2.620, 2.560, 2.741], [-1.440, 1.862, 2.756], [3.565, -1.271, 4.034], [3.399, 0.598, 5.651], [1.546, 2.183, 5.501], [1.936, -1.478, 2.208], [-0.098, 3.191, 5.527], [-2.133, 4.570, 5.434], [-4.325, 5.046, 4.338], [-5.992, 4.496, 2.589], [-5.524, 2.665, 0.982], [-3.406, 1.424, 1.088], [-4.390, -2.097, -1.582], [-3.666, -0.560, -1.960], [-3.996, 0.038, -3.183], [-3.505, 1.267, -3.516], [-3.960, 1.996, -5.032], [-2.645, 1.959, -2.630], [-2.144, 3.265, -2.846], [-1.352, 3.853, -1.904], [-1.019, 3.124, -0.744], [-1.456, 1.912, -0.525], [-2.285, 1.317, -1.431], [-2.805, 0.028, -1.041], [-2.527, -0.449, 0.121], [-4.661, -0.482, -3.857], [-2.406, 3.781, -3.759], [-0.955, 4.849, -2.037], [-0.356, 3.553, -0.001], [0.571, -0.549, -0.282], [2.098, -0.403, -1.319], [2.443, 1.444, -1.970], [3.684, 2.078, -1.928], [3.877, 3.337, -2.484], [2.825, 3.992, -3.110], [1.583, 3.374, -3.173], [1.400, 2.121, -2.606], [2.116, -1.391, -3.054], [3.253, -1.668, -3.811], [3.168, -2.311, -5.038], [1.930, -2.689, -5.544], [0.784, -2.415, -4.812], [0.883, -1.778, -3.582], [3.792, -0.984, -0.421], [4.359, -2.245, -0.605], [5.444, -2.679, 0.148], [5.998, -1.850, 1.113], [5.443, -0.595, 1.326], [4.353, -0.182, 0.575], [0.376, -1.626, -0.120], [4.526, 1.580, -1.459], [4.854, 3.804, -2.432], [2.973, 4.970, -3.552], [0.757, 3.869, -3.673], [0.425, 1.642, -2.668], [4.231, -1.362, -3.451], [4.071, -2.516, -5.603], [1.861, -3.191, -6.502], [-0.188, -2.702, -5.199], [-0.012, -1.583, -2.996], [3.941, -2.920, -1.346], [5.856, -3.668, -0.021], [6.845, -2.183, 1.702], [5.847, 0.056, 2.094], [3.911, 0.787, 0.792], [-4.270, -1.448, 2.116], [-3.099, -2.148, 2.152], [-1.811, -1.622, 3.084], [-3.130, -3.273, 1.415], [-2.103, -4.137, 0.970], [-2.531, -5.299, 0.326], [-1.615, -6.186, -0.210], [-0.255, -5.925, -0.109], [0.164, -4.771, 0.533], [-0.745, -3.876, 1.079], [-4.197, -0.543, 2.552], [-4.734, -1.434, 1.217], [-4.007, -3.452, 0.950], [-3.594, -5.499, 0.237], [-1.970, -7.077, -0.714], [0.469, -6.606, -0.536], [1.218, -4.535, 0.604], [-0.388, -2.985, 1.568]], "atomic_forces_ev_per_a": [[0.3, -0.9, 0.3], [0.1, 0.0, 0.0], [0.0, 0.0, 0.0], [0.1, -0.2, 0.0], [-0.2, 0.3, -0.1], [0.3, 0.2, 0.1], [-0.1, 0.1, -0.1], [0.0, 0.0, 0.1], [0.0, -0.1, -0.1], [0.0, 0.0, 0.0], [0.0, 0.0, 0.1], [0.0, 0.0, 0.0], [0.0, 0.0, 0.0], [0.1, -0.1, 0.0], [-0.1, 0.1, 0.1], [0.1, -0.1, 0.0], [-0.1, 0.2, -0.1], [0.0, 0.0, 0.0], [0.0, 0.0, 0.0], [0.0, 0.0, 0.0], [0.0, 0.0, 0.0], [0.0, 0.0, 0.0], [0.0, 0.0, 0.0], [0.0, 0.0, 0.0], [0.0, 0.0, 0.0], [0.0, 0.0, 0.0], [0.0, 0.0, 0.0], [0.0, -0.1, 0.1], [0.1, 0.1, -0.1], [0.0, 0.0, -0.1], [0.0, 0.0, 0.1], [0.0, 0.0, 0.0], [0.0, -0.1, 0.0], [0.0, 0.1, 0.0], [-0.1, -0.1, 0.1], [0.0, 0.0, -0.2], [0.0, 0.0, 0.1], [0.0, 0.2, 0.0], [-0.1, 0.1, 0.1], [-0.2, 0.0, -0.2], [0.0, 0.0, 0.0], [0.0, 0.0, 0.0], [0.0, 0.0, 0.0], [0.0, 0.0, 0.0], [0.0, 0.2, -0.3], [0.5, 0.0, -0.1], [0.0, 0.0, 0.0], [0.1, 0.0, 0.0], [0.0, 0.1, 0.0], [0.0, 0.0, 0.0], [0.1, 0.1, -0.1], [-0.1, -0.1, 0.0], [-0.3, -0.1, 0.0], [0.1, 0.1, 0.0], [0.0, 0.0, 0.0], [0.0, 0.0, 0.0], [0.0, 0.0, 0.0], [0.0, 0.0, 0.1], [-0.1, 0.1, 0.0], [-0.1, -0.1, -0.1], [0.0, 0.0, 0.0], [0.0, 0.0, 0.0], [0.0, 0.0, 0.0], [-0.1, 0.1, 0.0], [-0.1, -0.1, 0.0], [0.0, 0.0, 0.0], [0.0, 0.0, 0.0], [0.0, 0.0, 0.0], [0.1, 0.0, 0.0], [0.1, 0.0, 0.0], [0.0, 0.0, 0.1], [0.0, 0.0, 0.0], [0.0, 0.0, 0.0], [0.0, 0.0, 0.0], [0.0, 0.0, 0.0], [0.0, 0.0, 0.0], [0.0, 0.0, 0.0], [0.0, 0.0, 0.0], [0.0, 0.0, 0.0], [0.0, 0.0, 0.0], [-0.1, -0.1, 0.1], [0.0, -0.1, 0.0], [-0.1, 0.2, 0.1], [0.0, 0.0, -0.1], [-0.1, 0.0, 0.0], [0.0, 0.0, 0.0], [0.0, 0.0, 0.0], [0.0, 0.0, 0.0], [0.0, 0.0, 0.0], [0.1, 0.0, 0.0], [0.0, 0.0, 0.0], [0.0, 0.0, 0.0], [0.0, 0.1, 0.0], [0.0, 0.0, 0.0], [0.0, 0.0, 0.0], [0.0, 0.0, 0.0], [0.0, 0.0, 0.0], [0.0, 0.0, 0.0]], "relative_energy_kcal_mol": 0.00, "total_energy_ev": -173575.2584, "spin_multiplicity": 1, "gap_ev": 4.9, "total_charge": -1, "e_homo_ev": -2.942}

(2)
{"formula": "C50H39Cl3MnN6OP2S", "method": "ωB97M-V/def2-TZVPD", "elements": ["Mn", "C", "P", "C", "C", "C", "C", "C", "C", "C", "C", "C", "C", "C", "C", "C", "C", "C", "C", "C", "P", "C", "C", "C", "C", "C", "C", "C", "C", "C", "C", "C", "C", "N", "H", "H", "H", "H", "H", "H", "H", "H", "H", "H", "H", "H", "H", "H", "H", "H", "H", "H", "H", "H", "H", "H", "H", "H", "H", "H", "Cl", "C", "C", "C", "C", "C", "C", "N", "C", "C", "N", "C", "O", "C", "C", "C", "Cl", "S", "C", "C", "C", "Cl", "C", "H", "H", "H", "H", "H", "H", "H", "H", "H", "H", "H", "H", "H", "N", "C", "C", "C", "N", "C", "N"], "coordinates": [[-0.875, 0.525, 1.973], [-2.166, -1.603, 4.412], [-2.454, -2.686, 2.945], [-2.541, -1.459, 1.570], [-1.858, -1.618, 0.354], [-2.351, -1.058, -0.826], [-3.479, -0.262, -0.806], [-4.103, 0.010, 0.412], [-3.651, -0.585, 1.574], [-0.946, -3.661, 2.605], [0.228, -3.658, 3.358], [1.219, -4.603, 3.119], [1.063, -5.549, 2.119], [-0.091, -5.551, 1.347], [-1.093, -4.629, 1.605], [-0.864, -0.910, 4.606], [-0.104, -0.911, 5.742], [1.067, -0.150, 5.481], [0.962, 0.296, 4.198], [1.834, 1.220, 3.420], [1.561, 0.803, 1.677], [2.049, 2.232, 0.680], [2.847, 2.089, -0.455], [3.116, 3.188, -1.259], [2.575, 4.428, -0.948], [1.762, 4.571, 0.170], [1.495, 3.478, 0.978], [2.622, -0.564, 1.209], [2.085, -1.710, 0.635], [2.927, -2.737, 0.226], [4.295, -2.624, 0.411], [4.833, -1.487, 1.004], [4.003, -0.455, 1.398], [-0.215, -0.189, 3.621], [-2.352, -2.221, 5.291], [-3.000, -0.891, 4.388], [-1.004, -2.281, 0.309], [-1.855, -1.265, -1.767], [-3.871, 0.155, -1.724], [-4.969, 0.659, 0.444], [-4.206, -0.427, 2.491], [0.375, -2.938, 4.149], [2.114, -4.597, 3.728], [1.831, -6.294, 1.950], [-0.231, -6.296, 0.574], [-2.019, -4.681, 1.041], [-0.361, -1.414, 6.661], [1.875, 0.062, 6.163], [2.889, 1.107, 3.676], [1.567, 2.272, 3.557], [3.263, 1.124, -0.719], [3.748, 3.074, -2.129], [2.785, 5.284, -1.576], [1.333, 5.534, 0.413], [0.840, 3.605, 1.833], [1.013, -1.816, 0.523], [2.507, -3.628, -0.219], [4.949, -3.425, 0.094], [5.902, -1.406, 1.152], [4.428, 0.437, 1.844], [5.147, -1.619, -3.202], [3.639, -0.792, -3.390], [2.466, -1.389, -2.963], [1.271, -0.710, -3.147], [1.213, 0.552, -3.733], [-0.132, 1.248, -3.867], [-0.221, 2.548, -3.056], [-0.863, 2.334, -1.758], [-1.955, 2.996, -1.244], [-2.132, 2.528, 0.015], [-1.157, 1.584, 0.280], [-0.422, 1.495, -0.822], [-0.452, 1.563, -5.199], [-0.811, 0.429, -5.974], [-2.015, -0.298, -5.440], [-3.175, 0.271, -5.002], [-3.564, 1.944, -4.924], [-4.346, -0.881, -4.514], [-3.287, -2.171, -4.886], [-2.095, -1.721, -5.357], [2.418, 1.107, -4.169], [2.457, 2.640, -4.985], [3.627, 0.452, -3.999], [2.488, -2.372, -2.513], [0.345, -1.185, -2.842], [-0.889, 0.563, -3.463], [-0.812, 3.276, -3.606], [0.762, 2.974, -2.868], [-2.492, 3.739, -1.808], [-2.884, 2.812, 0.728], [0.424, 0.843, -0.976], [0.028, -0.273, -6.041], [-0.997, 0.818, -6.974], [-3.601, -3.193, -4.740], [-1.287, -2.376, -5.658], [4.544, 0.899, -4.356], [-1.992, 1.815, 2.940], [-2.677, 2.650, 3.384], [-3.524, 3.654, 3.755], [-3.722, 4.004, 5.115], [-3.882, 4.290, 6.218], [-4.154, 4.297, 2.656], [-4.588, 4.738, 1.682]], "atomic_forces_ev_per_a": [[0.1, 0.0, 0.1], [0.0, 0.0, 0.0], [0.0, 0.0, 0.1], [0.1, 0.1, -0.1], [0.0, -0.1, 0.0], [0.1, 0.0, 0.0], [0.0, 0.1, 0.0], [0.0, 0.0, 0.0], [0.0, 0.0, 0.0], [0.0, 0.0, 0.0], [0.0, 0.0, -0.1], [0.0, 0.0, 0.0], [0.1, 0.0, -0.1], [0.0, 0.0, 0.0], [0.0, 0.0, 0.0], [-0.1, -0.1, -0.1], [0.0, 0.0, 0.0], [0.0, 0.1, 0.0], [0.0, -0.1, -0.1], [0.2, -0.1, 0.0], [-0.3, 0.2, 0.0], [0.0, -0.1, -0.1], [0.0, 0.0, 0.0], [0.0, 0.0, 0.0], [0.0, 0.0, 0.0], [0.0, 0.0, 0.0], [0.0, 0.0, 0.0], [0.0, -0.1, 0.1], [0.1, 0.0, 0.0], [-0.1, 0.0, 0.1], [0.0, 0.0, 0.0], [0.0, 0.0, 0.0], [0.0, 0.0, 0.0], [0.3, 0.0, 0.1], [0.0, 0.0, 0.0], [0.0, 0.0, 0.0], [-0.1, -0.1, 0.0], [0.0, 0.0, 0.0], [0.0, 0.0, 0.0], [0.0, 0.0, 0.0], [0.0, 0.0, 0.0], [0.0, 0.1, 0.0], [0.0, 0.0, 0.0], [0.0, 0.0, 0.0], [0.0, 0.0, 0.0], [0.0, 0.0, 0.0], [0.0, 0.0, 0.0], [0.0, 0.0, 0.0], [0.0, 0.0, 0.0], [0.0, 0.0, 0.0], [0.0, 0.0, 0.0], [0.0, 0.0, 0.0], [0.0, 0.0, 0.0], [0.0, 0.0, 0.0], [0.0, 0.0, 0.0], [0.0, 0.0, 0.0], [0.0, 0.0, 0.0], [0.0, 0.0, 0.0], [0.0, 0.0, 0.0], [0.0, 0.0, 0.0], [0.0, 0.0, 0.0], [0.0, 0.0, 0.0], [0.0, 0.0, 0.0], [0.0, 0.0, 0.0], [0.0, 0.0, 0.1], [0.1, -0.1, 0.1], [0.0, 0.1, 0.0], [0.1, -0.1, 0.0], [0.0, 0.1, -0.1], [0.0, 0.1, 0.1], [0.0, 0.0, -0.2], [-0.1, 0.0, 0.0], [0.0, 0.1, 0.0], [0.0, 0.0, 0.0], [0.0, -0.1, -0.1], [0.0, 0.1, 0.0], [0.0, 0.0, 0.0], [0.0, 0.0, 0.0], [0.0, 0.0, 0.0], [0.0, 0.0, 0.0], [-0.1, 0.0, -0.1], [0.0, 0.0, 0.1], [0.0, 0.0, 0.0], [0.0, 0.0, 0.0], [0.0, 0.0, 0.0], [0.0, 0.0, 0.0], [-0.1, 0.0, 0.0], [0.0, 0.1, 0.0], [0.0, 0.0, 0.0], [0.0, 0.0, 0.0], [0.0, 0.0, 0.0], [0.0, 0.0, 0.0], [0.0, 0.0, 0.0], [0.0, 0.0, 0.0], [0.0, 0.0, 0.0], [0.0, 0.0, 0.0], [-0.1, 0.0, 0.1], [-0.1, 0.0, 0.1], [0.1, -0.1, 0.0], [-0.1, 0.1, 0.0], [0.0, 0.0, -0.1], [0.0, 0.1, -0.1], [0.0, -0.1, 0.1]], "relative_energy_kcal_mol": 28.39, "total_energy_ev": -161766.1196, "spin_multiplicity": 5, "gap_ev": [5.8, 6.8], "total_charge": 1, "e_homo_ev": [-10.374, -10.383]}